Record 1
Below is C39H57BBr45N4O4SSi as an isolated structure, with properties calculated with ωB97M-V with the def2-TZVPD basis set.

Computed properties:
M: 4312.6 g/mol
Net charge: +1
Lowest unoccupied orbital energy: -3.44 eV
2S+1: 1
Orbital gap: 7.85 eV

Each line ends with the Mulliken charge.
Geometry (Å):
Br -4.801 -11.436 1.404  -0.002
Br -0.116 5.430 3.245  0.016
Br 0.416 -2.169 -4.427  -0.032
Br -7.333 4.607 1.240  -0.020
H -4.629 -5.935 -4.452  0.236
H 0.808 -1.664 3.281  0.177
Br -3.424 0.242 -3.096  -0.052
H -3.142 -0.501 -5.947  0.322
H -5.617 -3.972 -6.236  0.268
Si 3.968 -1.000 -0.083  0.520
Br -7.909 -3.861 3.309  0.071
Br 6.867 -5.352 12.321  -0.018
Br -5.789 6.529 -0.835  -0.026
H 5.236 -1.277 -2.276  0.259
Br 9.890 -6.390 11.911  -0.008
C 2.046 -0.989 -0.119  0.945
Br 5.853 -3.707 4.615  -0.019
Br -4.323 5.570 1.870  0.024
H -2.889 -10.172 2.391  0.369
C 0.136 7.345 3.473  -0.324
H 0.338 1.965 -1.170  0.456
H 4.901 12.633 -0.265  0.191
Br -4.889 -5.164 5.005  0.164
H -0.453 -2.696 0.011  0.249
Br 7.995 -5.501 3.008  -0.022
H -6.595 -1.214 -4.733  0.261
Br 1.943 7.898 3.010  -0.036
C -1.708 2.810 -1.271  -0.515
H -5.748 -2.539 -8.775  0.244
H 4.469 1.473 0.666  0.175
C -2.065 -3.088 -1.552  -0.646
H -0.420 -2.629 2.625  -0.124
Br -0.831 4.636 -0.908  -0.002
S -0.363 2.028 1.559  -0.025
C 8.017 0.509 3.201  -0.369
H 1.928 0.330 1.736  0.244
H -8.656 -7.029 4.369  0.293
Br 7.471 13.544 -6.532  -0.002
H 5.527 13.208 -5.004  -0.494
H -5.019 -1.599 -5.693  -0.485
C -0.313 -0.889 -1.585  2.584
C -3.296 -10.204 1.375  -0.330
H 4.335 -2.643 1.962  0.247
C 1.536 0.332 0.608  -1.859
Br 1.330 4.942 -4.228  -0.011
H -2.481 -3.675 -0.598  0.580
C -3.116 0.377 0.242  0.280
C 0.305 10.684 -0.472  -0.407
Br -8.998 -0.919 2.571  -0.026
H 5.742 -1.285 1.811  -0.473
Br -1.868 -10.833 0.212  -0.045
H 2.658 7.034 -4.523  0.360
Br -9.069 -9.489 4.333  -0.040
C 5.230 13.662 -0.446  -0.235
H -5.575 -3.044 -3.217  0.200
Br 4.050 14.823 0.575  0.011
H 5.821 0.845 -0.509  0.309
Br 5.412 11.076 -6.296  -0.006
Br -7.329 -7.701 6.372  -0.026
C -1.991 -4.207 -2.748  0.198
C -3.816 -3.557 5.225  -0.263
N -0.867 0.228 -0.662  1.272
C 7.738 -4.057 4.287  0.012
H 4.075 -2.780 -2.013  0.283
H 4.047 -0.768 2.459  0.037
C -5.612 5.113 0.487  0.000
C 4.659 0.825 -0.310  -0.818
Br -1.036 11.711 -1.437  -0.020
H -6.100 -0.738 -9.263  0.310
Br -6.560 -7.785 3.244  0.005
Br 4.324 14.018 -7.034  0.002
Br -2.381 -3.460 3.916  0.060
H -2.023 -3.640 -3.793  -0.263
O 3.574 -0.199 -4.428  -0.541
H 0.154 -3.109 -1.681  0.477
O -1.983 -0.288 -0.257  -0.224
C -2.164 -0.985 -5.533  -1.255
C -1.923 -0.672 -3.903  -0.119
C -5.687 -3.970 -3.955  -0.418
Br 8.460 0.519 8.595  -0.041
H -4.134 -4.481 -1.875  0.281
N 0.258 -1.868 2.402  -0.599
C -6.806 -1.314 -7.084  -0.499
H -4.476 -2.704 5.040  0.078
O -3.007 3.011 -1.437  -0.428
H -6.551 -4.641 -3.480  0.255
H -7.439 -3.778 -5.554  0.334
Br 10.442 -1.920 7.880  -0.066
Br 7.509 -2.523 9.071  0.020
Br 8.715 -4.371 5.939  0.045
Br 6.132 0.859 3.530  -0.022
C -7.995 -7.882 4.554  -0.243
N -3.913 1.216 0.876  -0.451
H -7.796 -1.907 -7.297  0.274
C -4.305 -4.851 -4.118  -0.666
C 8.047 -6.513 11.300  -0.319
C 4.578 -1.524 1.710  -0.059
H 8.436 1.414 2.749  0.433
C -0.076 0.357 0.654  -0.350
H -7.794 -1.730 4.601  0.371
H -4.657 -1.084 -8.094  0.143
H -7.076 -0.158 -7.008  0.275
C -0.643 -2.435 -1.091  -0.982
Br -1.204 8.372 2.508  -0.063
O -1.548 -0.236 2.922  -0.732
H -3.668 -4.409 -4.995  0.344
Br -3.149 -3.376 7.044  0.017
Br 2.627 6.910 -2.031  -0.049
Br 8.273 -0.935 1.923  -0.116
H 9.420 -1.259 10.059  0.361
H 5.766 -2.578 -1.014  0.334
C 5.665 12.992 -6.068  0.481
C 1.866 6.766 -3.816  -0.339
H -3.346 -6.134 -2.363  0.348
C -5.747 -1.428 -8.356  -0.786
H -5.221 4.234 -0.036  0.012
H 4.137 1.396 -1.199  0.261
H 0.579 2.958 1.083  0.270
C -0.746 -1.070 -3.109  -1.320
Br 0.053 8.769 -0.700  0.151
H 7.718 -7.542 11.481  0.332
C 4.805 -2.045 -1.470  -1.041
C -3.454 -5.016 -2.696  -0.580
C 1.368 -0.871 -1.646  -1.820
H 0.168 10.900 0.593  0.334
N 1.988 0.310 -2.291  -0.428
H 1.957 1.338 0.146  0.383
H 1.725 -2.035 0.276  0.197
C 2.759 0.100 -3.382  0.683
C -6.177 -1.841 -5.653  0.307
H 8.157 -3.151 3.835  -0.029
H -0.001 7.561 4.538  0.397
Br -3.850 -8.394 0.927  -0.026
C -6.298 -3.469 -5.426  -0.623
H -1.274 -0.535 -6.189  0.386
Br 7.073 13.785 0.165  -0.017
H -2.911 -2.333 -1.837  -0.278
C -0.761 1.525 -1.377  0.313
Br -5.850 -1.393 3.073  0.086
H -0.680 1.458 -2.574  0.557
C 9.014 -1.292 9.043  -0.288
H -2.208 -2.144 -5.758  0.344
H 1.843 -1.839 -2.096  0.846
Br 0.411 8.027 -4.087  -0.015
Br 8.993 0.195 4.854  0.043
B -0.454 -0.588 1.938  1.968
Br 2.112 11.236 -0.935  0.053
Br 7.896 -6.197 9.387  0.016
C -7.657 -1.946 3.537  -0.429
Br 5.079 13.978 -2.360  0.025
H -1.113 -4.975 -2.656  0.321
H -1.933 -1.119 3.256  -0.090


Record 2
Below is C39H57BNO4P3SiTb as an isolated structure, with properties calculated with ωB97M-V with the def2-TZVPD basis set.

Computed properties:
M: 894.6 g/mol
Net charge: -1
ΔE to the lowest compared entry with this formula, charge and spin: 0.0 kcal/mol
Lowest unoccupied orbital energy (spin up / spin down): 2.36 / 2.36 eV
2S+1: 7
⟨S²⟩: 12.620
Orbital gap (spin up / spin down): 6.07 / 5.98 eV

Each line ends with the Mulliken charge.
Geometry (Å):
C -12.916 -14.980 -11.897  -1.723
H -9.697 -9.354 -16.086  0.264
N -5.194 -12.117 -13.441  -0.317
C -12.172 -15.062 -15.173  -1.812
H -2.301 -10.507 -13.325  -0.216
H -5.056 -10.465 -17.756  0.348
H -10.585 -8.950 -13.573  0.473
C -6.636 -9.056 -15.816  -0.864
H -8.884 -12.779 -18.638  0.382
C -7.758 -9.874 -13.805  1.249
C -5.775 -11.162 -18.195  -1.983
C -5.318 -10.503 -10.414  -1.412
H -10.347 -17.172 -14.935  0.545
H -5.841 -7.031 -15.735  0.336
C -10.476 -16.576 -14.035  -1.702
C -8.406 -11.350 -8.656  -0.667
H -8.340 -10.403 -18.014  0.165
C -10.836 -15.130 -14.456  1.673
C -6.850 -7.585 -13.896  -0.721
H -4.277 -10.166 -10.532  0.461
H -5.647 -11.488 -7.902  0.265
Tb -7.085 -13.451 -13.527  -0.803
C -12.659 -12.251 -13.953  -0.653
C -7.172 -14.280 -9.360  0.574
P -7.674 -11.583 -16.040  1.335
H -12.073 -13.669 -9.652  0.566
C -11.302 -12.339 -13.612  0.329
H -4.266 -12.254 -16.369  0.405
Si -8.806 -11.106 -12.843  -2.866
H -13.024 -15.313 -14.540  0.200
C -11.545 -14.383 -11.613  0.789
H -13.253 -13.157 -13.995  0.353
H -6.232 -15.814 -10.574  0.215
H -4.769 -13.740 -17.251  0.381
H -6.578 -10.608 -18.678  0.407
H -10.045 -9.063 -11.347  0.219
C -7.274 -10.079 -15.147  0.693
O -6.391 -15.439 -12.888  -0.314
H -7.820 -8.422 -12.191  0.295
H -4.615 -12.535 -10.615  0.635
O -6.106 -17.588 -13.674  -0.691
C -7.500 -8.625 -13.205  0.145
H -7.954 -12.001 -7.902  0.361
C -6.387 -7.804 -15.189  -1.107
O -6.726 -16.482 -16.316  -0.684
H -12.419 -12.497 -10.940  0.287
H -13.335 -15.326 -10.960  0.527
C -8.173 -11.610 -10.001  0.460
C -11.138 -9.879 -13.647  0.063
C -9.587 -9.714 -10.594  -0.523
H -10.298 -11.790 -18.786  0.496
C -9.187 -10.240 -8.268  -1.122
H -10.898 -15.160 -11.190  0.400
H -9.540 -16.603 -13.465  0.223
C -4.985 -12.106 -8.507  -1.722
H -5.808 -9.897 -9.659  0.355
C -5.323 -11.979 -9.985  0.664
H -6.323 -9.179 -16.851  0.292
C -6.135 -15.374 -9.598  -1.785
H -10.524 -9.616 -17.628  0.601
H -5.820 -10.340 -11.370  -0.038
C -12.493 -9.810 -13.991  -1.092
H -13.609 -14.243 -12.313  0.234
O -7.816 -14.816 -15.151  -0.238
H -7.019 -13.868 -8.375  0.720
H -3.778 -9.137 -13.326  -0.135
H -10.751 -12.748 -10.425  -0.077
C -9.593 -12.177 -18.067  -1.556
C -11.708 -13.253 -10.603  -1.435
H -5.020 -13.127 -8.121  0.330
H -5.119 -14.999 -9.524  0.366
H -11.262 -17.042 -13.426  0.221
C -10.550 -11.133 -13.439  1.658
H -5.261 -11.689 -19.009  0.429
C -10.058 -10.112 -16.781  -1.532
H -9.271 -10.014 -7.201  0.349
C -8.795 -10.788 -10.998  1.101
H -5.342 -13.449 -15.612  -0.112
H -10.082 -14.826 -15.214  -0.492
H -6.866 -12.910 -17.745  0.280
C -6.443 -16.427 -13.820  0.570
H -8.691 -15.626 -8.705  0.591
C -8.601 -14.797 -9.406  -1.334
P -6.932 -12.796 -10.527  0.973
C -5.091 -12.953 -16.561  -1.035
H -6.269 -16.146 -8.840  0.502
H -12.186 -15.801 -15.985  0.541
H -10.181 -12.819 -17.405  0.069
H -12.340 -14.094 -15.651  0.349
H -3.970 -11.759 -8.369  0.533
P -10.517 -13.893 -13.109  1.513
H -10.431 -8.590 -8.953  0.375
H -12.875 -15.842 -12.571  0.269
C -4.383 -11.288 -13.568  -0.456
H -8.892 -15.174 -10.391  -0.029
H -6.715 -6.627 -13.389  0.334
H -12.939 -8.849 -14.209  0.360
C -9.789 -9.435 -9.230  -0.854
C -7.044 -15.917 -15.285  0.418
C -6.281 -12.184 -17.183  0.786
C -8.948 -11.007 -17.321  0.863
H -14.280 -10.936 -14.484  0.359
C -13.239 -10.987 -14.166  -1.256
B -3.350 -10.185 -13.814  0.694
H -10.830 -10.695 -16.274  0.151
H -3.199 -10.033 -15.003  -0.199
H -9.333 -14.037 -9.088  0.189


For reference, largest force on an atom by record: 12.06; 3.80 eV Å⁻¹.